70
Properties=species:S:1:pos:R:3:forces:R:3:nbo_charge:R:1 method="wB97M-V/def2-TZVPD" total_energy_ev=-44440.2698 smiles=CCCOC[PH2](OC#N)[C@@H](I)CC.CCCCCC.CCCCCC homo_ev=-9.5
C -5.7455 3.3124 -0.0616 1.32 -0.09 -0.54 -0.63
C -4.3330 3.4051 0.7639 -1.12 -0.96 -0.35 -0.44
C -3.2500 2.6387 -0.1376 -1.11 0.45 -0.86 -0.08
O -1.9066 2.6070 0.4043 -1.22 -1.17 0.76 -0.55
C -1.7922 1.7319 1.5477 0.09 1.39 1.04 -0.37
P -0.9617 0.0657 1.2004 0.75 0.02 1.78 1.15
O -1.7275 -0.1232 -0.3756 -3.58 -3.86 0.13 -0.76
C -2.8131 -1.0342 -0.1730 -3.16 2.56 -0.12 0.50
N -3.9581 -1.3889 0.0403 6.03 1.07 -1.10 -0.38
C -0.0108 0.0324 2.8516 1.30 -0.33 0.51 -0.62
I -1.3926 0.2486 4.5743 0.62 0.06 -0.69 0.06
C 0.8155 -1.3196 3.1328 0.85 -0.12 0.02 -0.46
C 1.4232 -2.0350 1.8267 0.74 -0.84 0.34 -0.64
H -5.4265 3.2881 -1.1779 -0.90 0.32 1.69 0.20
H -6.2914 2.3187 0.1167 0.73 1.64 -0.01 0.22
H -6.3815 4.2350 0.1585 0.71 -1.52 -0.39 0.22
H -4.0735 4.5083 0.9286 -0.14 -1.73 -0.14 0.22
H -4.5306 2.8510 1.7636 0.65 1.16 -1.47 0.20
H -3.6382 1.5822 -0.4184 0.67 1.58 0.72 0.19
H -3.2031 3.2102 -1.1458 0.25 -0.87 1.70 0.20
H -1.1071 2.2834 2.3050 -1.04 -0.99 -1.28 0.23
H -2.7906 1.5856 2.1195 1.59 0.01 -1.15 0.25
H 0.3135 0.1125 0.5175 -0.95 0.15 0.18 0.00
H -1.6107 -1.1741 1.5941 0.36 0.73 -0.20 -0.02
H 0.7268 0.9150 2.8347 -1.16 -1.15 0.35 0.22
H 1.7230 -1.0320 3.7952 -1.58 -0.52 -0.95 0.22
H 0.2281 -2.1128 3.7304 0.64 1.47 -1.09 0.23
H 2.3690 -1.5139 1.4042 -1.79 -0.60 0.60 0.22
H 1.8002 -3.0764 2.1749 -0.63 1.69 -0.60 0.23
H 0.6695 -2.2444 0.9917 1.04 0.42 1.17 0.21
C 3.4068 -8.6851 0.7116 -0.08 -0.12 0.06 -0.61
C 2.4969 -8.3067 -0.4494 0.11 0.02 -0.09 -0.40
C 2.6122 -6.8373 -0.8574 -0.07 0.02 -0.10 -0.40
C 2.2096 -5.8253 0.2192 0.07 -0.03 0.13 -0.40
C 0.7850 -5.9732 0.7564 0.06 0.13 -0.04 -0.40
C -0.2854 -5.7653 -0.3064 -0.14 -0.09 0.09 -0.61
H 3.1514 -8.1341 1.6202 0.06 -0.03 -0.04 0.20
H 3.3113 -9.7511 0.9334 0.07 0.08 0.04 0.21
H 4.4534 -8.4829 0.4676 -0.05 0.02 0.05 0.20
H 1.4607 -8.5554 -0.1998 0.02 0.05 -0.03 0.19
H 2.7607 -8.9275 -1.3132 -0.08 0.06 0.05 0.20
H 2.0074 -6.6744 -1.7554 0.02 0.02 0.04 0.20
H 3.6482 -6.6312 -1.1530 -0.07 -0.04 0.02 0.20
H 2.3298 -4.8165 -0.1935 -0.03 -0.03 0.02 0.20
H 2.9095 -5.8896 1.0596 -0.01 0.00 -0.05 0.20
H 0.6353 -5.2314 1.5490 0.03 -0.09 0.00 0.20
H 0.6516 -6.9528 1.2251 0.05 0.02 0.00 0.20
H -0.1957 -4.7748 -0.7615 0.00 -0.06 -0.03 0.20
H -1.2801 -5.8426 0.1406 0.03 0.03 -0.11 0.21
H -0.2197 -6.5160 -1.0977 -0.01 0.08 0.01 0.20
C 1.1580 8.0597 -1.1416 -0.08 0.01 0.14 -0.61
C 1.8314 6.7094 -0.9363 0.13 0.04 -0.06 -0.40
C 2.1037 5.9618 -2.2425 0.05 -0.10 0.02 -0.40
C 0.8603 5.5890 -3.0550 -0.09 0.13 -0.02 -0.40
C -0.1694 4.7307 -2.3181 0.05 -0.04 -0.13 -0.40
C 0.3682 3.3699 -1.8977 -0.14 -0.13 0.08 -0.62
H 0.1716 7.9528 -1.5997 0.06 0.04 0.00 0.20
H 1.0238 8.5639 -0.1811 -0.02 0.04 -0.10 0.21
H 1.7673 8.7053 -1.7801 -0.07 -0.03 0.00 0.20
H 1.2255 6.0958 -0.2622 0.02 -0.02 -0.05 0.19
H 2.7870 6.8728 -0.4252 -0.08 -0.07 -0.02 0.20
H 2.6759 5.0563 -2.0153 -0.03 0.02 -0.03 0.20
H 2.7559 6.5771 -2.8744 -0.04 -0.02 0.06 0.20
H 1.1846 5.0571 -3.9571 -0.03 0.01 0.05 0.20
H 0.3681 6.5020 -3.4073 0.05 -0.03 0.01 0.20
H -1.0277 4.5747 -2.9813 0.03 0.06 0.05 0.20
H -0.5528 5.2608 -1.4409 0.01 0.02 -0.02 0.19
H 0.7213 2.8052 -2.7655 0.06 0.05 0.04 0.20
H -0.4196 2.7881 -1.4137 0.15 0.01 -0.03 0.23
H 1.1939 3.4639 -1.1874 -0.01 -0.02 -0.04 0.19



84
Properties=species:S:1:pos:R:3:forces:R:3:lowdin_charge:R:1 method="wB97M-V/def2-TZVPD" e_above_lowest_ev=4.842 total_energy_ev=-51330.0151 homo_ev=-4.6
Li 16.6145 10.3409 30.3110 0.57 -0.28 1.59 0.74
Li 18.4146 6.0446 30.1527 0.08 1.25 -0.67 0.67
Li 17.2359 8.1506 32.3508 0.00 2.16 0.40 0.74
Li 17.7346 8.2456 27.0351 0.10 0.12 -0.38 0.62
C 17.3855 8.3444 29.2854 0.46 1.82 0.82 -1.11
O 16.8762 8.2717 30.4008 -2.13 -0.31 3.35 -0.14
O 18.0038 7.4139 28.8223 2.87 -5.90 -2.65 -0.11
O 17.4381 9.4128 28.6268 -1.79 3.14 -1.12 -0.15
C 17.3206 10.3616 33.5187 -2.63 4.18 -0.68 -1.18
O 16.9800 10.4192 32.2725 -0.28 -1.57 -4.44 -0.29
O 16.9960 11.2978 34.2160 -0.81 3.53 2.19 -0.06
O 17.8443 9.3998 34.0117 3.28 -7.53 0.78 -0.12
C 14.5803 8.4493 27.1832 0.50 -0.36 -0.62 -0.07
O 15.5849 7.8851 26.3176 0.74 0.13 -0.94 -0.28
C 15.5237 8.3434 24.8823 0.41 0.51 2.33 -0.11
C 16.2782 9.7384 24.7545 -0.15 -2.41 -0.05 -0.13
N 17.6920 9.4962 25.1882 -2.48 0.92 0.74 -0.09
C 18.4679 9.1292 24.0613 2.55 -0.41 -0.64 -0.20
C 19.5917 8.1402 24.4482 -0.11 0.48 1.18 -0.13
O 19.3243 7.5351 25.7416 -4.69 2.78 -3.28 -0.24
C 20.3815 6.9475 26.2008 3.97 -1.50 1.93 -0.19
H 14.6531 9.5304 27.0645 -1.02 0.06 -0.12 0.09
H 14.7362 8.2796 28.2485 0.87 -0.38 -0.12 0.08
H 13.6773 7.8781 26.9680 -0.60 0.94 -0.25 0.10
H 14.4828 8.3210 24.5596 -0.07 0.45 0.03 0.12
H 16.0218 7.5432 24.3350 0.30 0.19 0.02 0.11
H 15.7487 10.5029 25.3230 0.31 -0.02 0.02 0.12
H 16.3167 9.9656 23.6891 -0.52 0.51 -0.03 0.11
H 18.0755 10.3807 25.4892 -0.13 -0.01 0.54 0.09
H 19.0903 9.9994 23.8529 -0.31 0.21 -0.98 0.12
H 17.9256 8.8554 23.1563 -0.22 -0.19 0.29 0.12
H 20.4649 8.7726 24.6083 0.29 -0.10 0.19 0.11
H 19.9130 7.4326 23.6838 -0.50 -0.46 0.00 0.13
H 20.2925 6.9067 27.2864 -0.03 -0.88 0.12 0.09
H 21.2524 7.5875 26.0594 0.60 0.01 -0.10 0.10
H 20.5493 6.0182 25.6565 0.40 -0.64 0.48 0.11
C 22.4794 13.9205 26.5173 1.46 0.26 0.41 -0.13
O 21.8755 12.8172 27.2091 -1.41 1.47 -1.94 -0.15
C 20.5832 12.6903 26.5569 -0.87 -1.67 0.32 -0.22
C 19.5670 11.9502 27.4468 0.42 -2.56 0.52 -0.13
N 19.8251 10.4341 27.6918 0.61 1.29 -0.33 -0.04
C 20.9805 9.9784 28.4642 -1.01 -0.31 -0.71 -0.21
C 21.0646 10.4337 29.8992 1.80 0.60 -0.68 -0.18
O 22.3006 9.8575 30.3972 -0.41 0.03 -1.18 -0.21
C 22.4886 10.1214 31.7493 0.09 0.17 0.46 -0.13
H 23.4612 14.1702 26.9197 -0.12 -0.26 0.77 0.08
H 21.8947 14.8396 26.5562 -0.32 -0.14 0.11 0.09
H 22.7740 13.7426 25.4831 -0.70 -0.57 -0.40 0.08
H 20.6256 12.1944 25.5872 0.80 -0.89 -0.06 0.11
H 20.1241 13.5982 26.1657 0.22 0.89 1.03 0.11
H 18.6055 11.7360 26.9803 -0.18 1.29 -0.46 0.09
H 19.3904 12.5233 28.3570 0.08 -0.01 0.20 0.11
H 19.0036 9.9753 28.0590 -0.41 0.64 0.09 0.02
H 21.7839 10.3010 27.8020 0.87 -0.32 0.95 0.12
H 20.9034 8.8954 28.5606 0.22 -0.31 -0.73 0.10
H 20.2335 10.1764 30.5559 -0.26 -0.13 -0.16 0.13
H 21.1364 11.5120 29.7572 0.16 0.45 1.05 0.12
H 23.3551 9.6278 32.1895 0.08 -0.59 -0.54 0.08
H 21.5947 9.7449 32.2465 -0.03 0.64 0.78 0.09
H 22.7442 11.1729 31.8801 -0.72 0.33 0.40 0.09
C 17.4645 4.5889 25.4828 -0.65 -0.68 0.53 -0.07
O 17.7223 3.8972 26.7210 0.47 1.70 -0.13 -0.19
C 16.8165 4.2665 27.7425 -0.97 -1.10 0.88 -0.23
C 17.1422 3.5827 29.0990 -0.27 -0.14 -1.92 -0.17
N 18.3051 4.1477 29.7938 0.00 0.79 -0.55 -0.11
C 19.5877 4.0420 29.0386 0.99 -0.04 0.12 -0.15
C 20.8363 4.7498 29.6468 -2.01 -2.02 1.08 -0.23
O 20.4714 6.0362 30.0838 0.72 -1.18 0.10 -0.26
C 21.6715 6.6370 30.6044 -1.19 1.56 -0.94 -0.04
H 18.2923 4.3559 24.8131 -0.13 0.26 0.06 0.10
H 17.2406 5.6502 25.5903 0.77 0.26 0.35 0.07
H 16.5220 4.2282 25.0706 -0.07 -0.52 -0.30 0.09
H 15.8594 3.8861 27.3855 -0.49 -0.38 0.36 0.12
H 16.5452 5.2862 28.0159 1.12 0.88 -0.89 0.11
H 17.2291 2.5322 28.8216 0.47 -0.38 0.45 0.12
H 16.1995 3.6733 29.6385 0.35 0.18 0.59 0.12
H 18.3332 3.8626 30.7623 0.41 -0.66 -0.05 0.12
H 19.5053 4.4738 28.0412 -0.71 -0.10 0.14 0.11
H 19.8554 2.9935 28.9085 0.06 -0.18 -0.15 0.13
H 21.7014 4.6079 28.9991 -0.12 0.91 -0.68 0.13
H 21.1639 4.1954 30.5262 -0.08 -0.24 0.44 0.12
H 22.2118 6.8461 29.6811 0.65 0.53 0.46 0.10
H 22.2889 6.0611 31.2937 -0.49 -0.39 0.09 0.10
H 21.2394 7.5322 31.0516 0.97 0.22 0.14 0.09



88
Properties=species:S:1:pos:R:3:forces:R:3:mulliken_spin:R:1 method="wB97M-V/def2-TZVPD" total_energy_ev=-122153.9385 multiplicity=3 s2=2.00 homo_ev="-7.5 / -7.5"
Pd -1.2123 0.3467 -0.1086 -0.85 0.25 -0.07 1.54
S -1.1446 -2.3144 -0.6284 2.77 -5.67 -2.15 -0.03
O -2.1392 -3.1546 -1.2012 -2.25 -1.34 -1.39 0.02
O -1.6416 -1.6639 0.5095 -2.34 1.75 7.09 0.14
O 0.0921 -3.0855 -0.4617 0.15 0.68 0.47 0.01
O -0.9115 -1.1541 -1.4542 1.63 2.91 -4.94 0.15
C -0.1265 -3.4438 -3.9307 0.07 0.28 1.10 0.00
C 0.5637 -2.1333 -4.0189 0.83 1.34 0.42 0.00
O 1.7899 -2.3776 -4.7764 -0.65 0.38 0.73 0.00
C 1.8291 -3.6507 -5.1690 1.75 -1.34 0.04 0.00
O 2.8616 -4.1309 -5.6683 -3.95 0.79 1.19 0.00
O 0.6249 -4.2818 -4.7984 1.43 -0.27 -1.70 0.00
H -1.1867 -3.2269 -4.0612 -0.14 -1.10 -0.96 0.00
H -0.0384 -3.8201 -2.9115 0.02 -0.26 -0.07 0.00
H 0.7254 -1.8406 -2.9815 0.74 0.44 -0.22 0.00
H 0.0309 -1.3094 -4.4938 -0.05 -0.23 -0.28 0.00
C 1.9031 4.0602 -2.2535 0.71 3.84 1.45 0.00
C 1.6433 3.6065 -3.6061 1.14 0.16 -3.26 0.00
O 0.9012 2.4458 -3.4365 0.18 -0.61 -3.36 0.00
C 0.5269 2.3644 -2.2310 -0.94 -1.77 3.07 0.01
O -0.2116 1.5243 -1.8332 -0.64 0.00 -0.07 0.00
O 1.1449 3.2543 -1.4617 -0.69 -1.33 2.14 0.00
H 1.4729 5.0409 -2.0506 0.29 0.55 -0.48 0.00
H 2.9422 4.1663 -1.9420 0.11 -0.72 -0.02 0.00
H 2.5621 3.3452 -4.1312 -0.05 0.04 -0.16 0.00
H 1.0584 4.2635 -4.2498 0.14 0.31 0.18 0.00
C 4.8140 0.8522 -1.3018 0.82 -2.16 -0.02 0.00
C 3.7254 0.0002 -2.0527 2.07 2.14 0.32 0.00
C 3.8228 -1.5285 -1.7758 -1.19 0.78 0.13 0.00
C 4.9180 -2.1244 -1.0131 1.65 0.06 0.44 0.00
N 5.7977 -2.5963 -0.4182 -1.31 0.67 -0.73 0.00
H 5.7451 0.3342 -1.5317 0.36 0.05 -0.32 0.00
H 4.8115 0.6421 -0.2322 -0.39 0.87 0.18 0.00
H 5.0316 1.8772 -1.6021 -0.80 0.09 0.21 0.00
H 3.9641 0.2662 -3.0825 -0.38 -0.61 -0.32 0.00
H 2.7651 0.4647 -1.8288 -0.35 -0.76 0.05 0.00
H 3.7328 -2.0320 -2.7383 -0.23 -0.33 0.25 0.00
H 2.9498 -1.6821 -1.1414 -0.37 -0.78 -0.32 0.00
C 1.5688 2.1394 2.4420 1.66 -0.68 0.46 0.00
S 1.3386 0.3163 2.1469 -0.39 0.99 -2.46 0.02
O 0.6826 0.2310 0.7369 2.62 0.03 2.25 0.05
C 3.1177 -0.1417 1.8673 -0.31 -0.36 1.23 0.01
H 2.5707 2.4320 2.1279 -0.20 0.00 -1.44 0.00
H 1.8635 2.2712 3.4831 -1.32 -0.09 0.68 0.00
H 0.7695 2.7626 2.0409 -0.03 -0.43 0.21 0.00
H 3.2654 -1.0681 2.4224 -0.28 -0.46 -0.49 0.00
H 3.7907 0.4985 2.4377 -0.17 0.64 -0.36 0.00
H 3.4130 -0.2534 0.8240 -0.49 0.20 0.18 0.00
C 1.1749 -3.4835 6.7990 1.50 0.05 0.42 0.00
S 0.0260 -3.7543 5.4433 -1.98 2.42 -0.01 0.00
O -1.2278 -2.9176 5.7982 1.77 -1.36 -0.53 0.00
C 0.8861 -2.8255 4.1100 0.53 0.69 0.15 0.00
H 1.4138 -4.4318 7.2805 -0.34 -0.06 0.03 0.00
H 0.8957 -2.7529 7.5582 -0.87 -0.12 -0.28 0.00
H 2.1397 -3.0972 6.4703 0.03 -0.11 -0.52 0.00
H 0.2467 -2.4858 3.2952 -0.50 -1.31 -0.28 0.00
H 1.7615 -3.4019 3.8107 -0.30 -0.25 -0.40 0.00
H 1.2682 -1.8284 4.3288 0.12 0.01 1.31 0.00
C -4.7587 -0.8898 -1.9860 -0.55 -0.94 -0.19 0.00
S -4.3197 0.8455 -1.8775 2.63 -1.47 0.78 0.03
O -3.2625 0.7616 -0.7491 -2.17 1.22 -0.72 0.02
C -3.2272 0.8123 -3.3032 0.47 -0.67 -1.54 0.00
H -5.1039 -1.1621 -2.9834 -0.27 0.17 0.04 0.00
H -5.4772 -1.2018 -1.2281 -0.45 0.60 -0.12 0.00
H -3.9277 -1.5513 -1.7412 0.83 0.44 -0.17 0.00
H -3.6289 0.4826 -4.2613 -1.05 0.23 0.09 0.00
H -2.5252 -0.0066 -3.1462 0.36 0.21 0.79 0.00
H -2.6865 1.7241 -3.5568 -0.17 0.19 0.78 0.00
C -2.9877 -1.2797 3.7293 0.08 -1.26 -0.26 0.00
S -3.3377 0.2516 2.7833 0.01 -0.33 -0.62 0.01
O -2.1708 0.6729 1.9074 -1.21 -0.50 2.30 0.00
C -4.6328 -0.5016 1.7408 0.11 -0.50 -0.36 0.00
H -1.9242 -1.3994 3.9361 -0.13 0.49 0.17 0.00
H -3.2790 -2.2175 3.2563 0.26 0.25 -1.16 0.00
H -3.5759 -1.4694 4.6271 0.13 1.30 0.49 0.00
H -4.3082 -1.4320 1.2749 0.47 -0.15 0.38 0.00
H -4.9225 0.0824 0.8673 0.05 0.67 0.61 0.00
H -5.4671 -0.7117 2.4101 -0.09 0.13 -0.02 0.00
C -0.8978 5.0280 1.4466 -1.58 0.24 0.19 0.00
S -2.1394 3.9683 0.5526 1.18 -0.89 0.12 0.00
O -1.4544 2.6242 0.5106 -0.27 1.92 0.05 0.01
C -3.5456 3.8287 1.7259 0.78 0.54 0.33 0.00
H -1.3533 6.0159 1.5147 0.10 0.21 -0.10 0.00
H 0.0221 5.0883 0.8650 -0.21 -0.32 -0.02 0.00
H -0.7556 4.6931 2.4741 0.18 -0.35 -0.17 0.00
H -4.1084 4.7619 1.7474 -0.04 0.02 -0.36 0.00
H -3.1933 3.6680 2.7448 0.09 -0.40 -0.10 0.00
H -4.1546 3.0005 1.3637 0.16 0.05 -0.01 0.00